No. 1
2 unconnected molecules or ions with the total composition C4H12N2 at a distorted geometry. Source: the OMol25 dataset; level of theory: wB97M-V/def2-TZVPD.

Output
- 2S+1 = 1
- total charge = 0
- lowest unoccupied orbital energy (eV) = 0.806
- SMILES string = [H]/N=C/N.CCC
- HOMO level (Eh) = -0.3369
- relative energy (zero: lowest compared OMol25 entry of this formula, charge and spin) (kcal per mole) = 40.1
- E (eV) = -7321.290
- frontier orbital gap (eV) = 10.0

Geometry (Å):
C  -1.09244  -1.73504  -2.50170
C  -1.09206  -3.29144  -2.18784
C  -1.01445  -3.61109  -0.73332
H  -0.21211  -1.21089  -2.10152
H  -0.75412  -1.75985  -3.67385
H  -2.02370  -1.06884  -2.60114
H  -1.85421  -3.84091  -2.68508
H  -0.20564  -3.74940  -2.45726
H  -0.12186  -3.14863  -0.31656
H  -1.06432  -4.73109  -0.56373
H  -1.86711  -3.17487  -0.15875
N  0.83622  4.17540  2.30941
C  0.81378  2.91275  1.75803
N  1.87724  2.13290  1.81478
H  1.80992  4.40425  2.34019
H  0.10137  4.79250  2.47705
H  -0.11947  2.49377  1.33738
H  1.62799  1.18486  1.52290

Mulliken atomic charge list, values in e, 5 entries: C -0.874; C -0.326; C -1.102; H 0.283; H 0.227


No. 2
A molecular structure, C11H21BaFNO6RbS2 at a distorted geometry. Source: the OMol25 dataset; level of theory: wB97M-V/def2-TZVPD.

Output
- 2S+1 = 1
- total charge = +2
- lowest unoccupied orbital energy (eV) = -8.672
- HOMO level (Eh) = -0.4913
- relative energy (zero: lowest compared OMol25 entry of this formula, charge and spin) (kcal per mole) = 163.6
- E (eV) = -51240.194
- frontier orbital gap (eV) = 4.7

Geometry (Å):
Rb  -2.65789  -9.68552  -25.49711
Ba  -7.90957  -7.53405  -21.49485
F  -3.84088  -6.42418  -22.65231
O  -7.15885  -3.27886  -24.71860
S  -6.98209  -2.92879  -26.12353
O  -8.20359  -2.84303  -26.91773
O  -6.18831  -1.45608  -26.29020
C  -5.13046  -1.19820  -25.43783
C  -3.77129  -1.18309  -26.15974
C  -5.68706  -4.10039  -26.95168
H  -5.01808  -1.86513  -24.58303
H  -5.32982  -0.21237  -25.01771
H  -3.59118  -0.47365  -26.96744
H  -3.58184  -2.15815  -26.60858
H  -2.98162  -0.92246  -25.45504
H  -4.79220  -4.12701  -26.32990
H  -5.42678  -3.60676  -27.88799
H  -6.17271  -5.05482  -27.15495
O  1.34990  -8.44789  -22.31535
S  1.92194  -8.17358  -21.00145
O  2.97296  -8.96897  -20.40970
O  2.44404  -6.59620  -20.97738
C  1.74303  -5.67278  -21.78654
C  2.24904  -4.22524  -21.61768
C  0.54372  -7.96614  -19.79116
H  0.66795  -5.67622  -21.60681
H  1.84808  -6.01565  -22.81586
H  2.26398  -3.91270  -20.57356
H  1.65121  -3.50474  -22.17587
H  3.26845  -4.24295  -22.00315
H  0.34740  -8.99979  -19.50634
H  -0.31759  -7.53884  -20.30464
H  0.94645  -7.36243  -18.97786
N  -5.41816  -5.89485  -16.87075
C  -4.38468  -5.08599  -17.26904
C  -3.20570  -4.97361  -16.56819
C  -3.14737  -5.59770  -15.32786
C  -4.20349  -6.34976  -14.84216
C  -5.32023  -6.50421  -15.64153
H  -4.31131  -4.64586  -18.25256
H  -2.40123  -4.41192  -17.01958
H  -2.32028  -5.50573  -14.63948
H  -4.11883  -6.76993  -13.85084
H  -6.18878  -7.03602  -15.28207

Mulliken atomic charge list, values in e, 5 entries: Rb 0.990; Ba 1.873; F -0.893; O -0.598; S 1.076


No. 3
A molecular structure, C28H34BBiF8N8. Source: the OMol25 dataset; level of theory: wB97M-V/def2-TZVPD.

Output
- 2S+1 = 1
- total charge = 0
- lowest unoccupied orbital energy (eV) = 0.321
- HOMO level (Eh) = -0.2857
- relative energy (zero: lowest compared OMol25 entry of this formula, charge and spin) (kcal per mole) = 8.0
- E (eV) = -69763.633
- frontier orbital gap (eV) = 8.1

Geometry (Å):
Bi  -0.26069  0.04895  -0.14397
C  -0.93953  -1.35048  -3.61217
N  -0.04402  -0.34339  -3.04072
C  -0.24173  0.92916  -3.73221
C  1.34420  -0.80081  -3.14273
C  1.66429  -1.70009  -1.95790
N  1.61394  -0.94856  -0.69741
C  2.82647  -0.26958  -0.47297
C  3.01240  1.07354  -0.79094
F  1.96581  1.77097  -1.28329
C  4.20524  1.72994  -0.57379
F  4.29750  3.03085  -0.87592
C  5.29239  1.05846  -0.05003
C  5.13848  -0.27778  0.25226
F  6.16589  -0.96690  0.76715
C  3.93571  -0.93139  0.04727
F  3.83597  -2.22926  0.36401
H  -0.74156  -1.47712  -4.68671
H  -0.80266  -2.31258  -3.11967
H  -1.97472  -1.04807  -3.47841
H  -0.00320  0.84681  -4.80299
H  -1.28133  1.23922  -3.63440
H  0.39860  1.69468  -3.29428
H  1.51410  -1.32972  -4.09265
H  2.00334  0.06821  -3.13569
H  0.94259  -2.51399  -1.93148
H  2.64829  -2.16239  -2.07944
H  6.22849  1.56666  0.12983
C  -3.04939  -1.68125  2.18964
C  -1.59290  -1.90569  2.54547
N  -0.74801  -0.71460  2.31558
C  -1.29542  0.46458  3.03733
C  -1.50212  0.28092  4.53523
C  0.63705  -1.02718  2.71103
C  1.60829  0.14545  2.50387
N  1.15252  1.01418  1.43116
C  1.49675  2.32929  1.47727
C  0.70597  3.28990  0.82345
F  -0.40189  2.85026  0.16553
C  1.00366  4.63077  0.79166
F  0.17401  5.45668  0.13804
C  2.12232  5.13327  1.42900
C  2.92956  4.21651  2.06883
F  4.05219  4.63333  2.67327
C  2.64680  2.86384  2.08952
F  3.55344  2.04191  2.65810
H  -3.55822  -2.64096  2.09721
H  -3.15955  -1.16738  1.23495
H  -3.57632  -1.09801  2.94536
H  -1.17945  -2.71787  1.95353
H  -1.50050  -2.20819  3.59634
H  -2.23902  0.72786  2.55620
H  -0.61753  1.29319  2.86076
H  -2.29404  -0.42980  4.77087
H  -1.78149  1.24208  4.96728
H  -0.59118  -0.04513  5.03958
H  0.94791  -1.89199  2.11838
H  0.67521  -1.34177  3.75995
H  2.59512  -0.28933  2.31126
H  1.70173  0.70643  3.43816
H  2.35982  6.18589  1.41529
B  -3.75842  -1.59758  -1.30527
N  -2.47150  -2.49189  -0.95464
C  -2.59454  -3.82211  -0.94443
C  -1.40243  -4.39861  -0.53168
C  -0.57191  -3.31155  -0.30435
N  -1.21818  -2.16865  -0.56137
N  -3.47377  -0.17406  -1.83165
C  -4.14045  0.38959  -2.85651
C  -3.90146  1.74888  -2.84479
C  -3.05721  1.93114  -1.74396
N  -2.81240  0.77450  -1.13519
H  -4.30959  -2.19488  -2.19652
H  -4.43697  -1.54241  -0.30945
H  -3.52604  -4.27259  -1.24431
H  -1.17294  -5.44429  -0.42799
H  0.45830  -3.28020  0.01976
H  -4.74537  -0.21855  -3.50835
H  -4.27983  2.49136  -3.52558
H  -2.60488  2.83935  -1.37360

Mulliken atomic charge list, values in e, 5 entries: Bi 2.405; C -1.363; N 0.762; C -0.988; C -1.214